## one
2 unconnected molecules or ions with the total composition CH3NO2S. Source: the Open Molecules 2025 dataset; level of theory: wB97M-V/def2-TZVPD.

Its frontier orbital gap (alpha / beta) is 0.320 / 0.295 hartree. The calculation puts the LUMO energy (alpha / beta) at -1.9 / -1.0 eV. The molecular weight comes out at 93.11 g/mol. The calculation puts the HOMO energy (alpha / beta) at -10.60 / -9.01 eV.

Each atom is followed by the atoms it is bonded to, with distances in Å.
CARTESIAN COORDINATES (ANGSTROEM)
1 H -0.18263 0.76023 1.21335  C4 1.076
2 N -1.58846 -0.40265 0.11849  O3 1.225, C4 1.404, O7 1.215
3 O -1.72432 -1.42890 -0.53715  N2 1.225
4 C -0.28901 -0.05768 0.52199  H1 1.076, N2 1.404, S8 1.703
5 H 0.29218 1.59076 -1.12035  no bonds
6 H 0.16590 -1.98565 -0.43291  S8 1.350
7 O -2.49287 0.32290 0.48026  N2 1.215
8 S 0.95228 -1.21009 0.34313  C4 1.703, H6 1.350

These are the natural (NBO) partial charges, in e, on atoms 1 to 4: atom 1 (H): 0.247, atom 2 (N): 0.447, atom 3 (O): -0.424, atom 4 (C): -0.266

=====

## two
2 unconnected molecules or ions with the total composition CH3NO2S. Source: the Open Molecules 2025 dataset; level of theory: wB97M-V/def2-TZVPD.

Its frontier orbital gap (alpha / beta) is 0.298 / 0.298 hartree. The calculation puts the LUMO energy (alpha / beta) at -1.4 / -1.4 eV. The molecular weight comes out at 93.11 g/mol. The calculation puts the HOMO energy (alpha / beta) at -9.50 / -9.50 eV.

Each atom is followed by the atoms it is bonded to, with distances in Å.
CARTESIAN COORDINATES (ANGSTROEM)
1 H 1.33046 1.21751 0.92012  no bonds
2 S -1.42616 0.12156 1.17433  H6 1.340, C8 1.730
3 O 0.18417 -1.62375 -0.41393  N7 1.214
4 O 1.11720 -0.12423 -1.64689  N7 1.207
5 H -0.31814 1.49977 -0.46351  C8 1.080
6 H -1.13235 -1.18364 1.09125  S2 1.340
7 N 0.42288 -0.47398 -0.72381  O3 1.214, O4 1.207, C8 1.436
8 C -0.17807 0.56676 0.06243  S2 1.730, H5 1.080, N7 1.436

These are the natural (NBO) partial charges, in e, on atoms 1 to 4: atom 1 (H): 0.111, atom 2 (S): 0.071, atom 3 (O): -0.381, atom 4 (O): -0.348

=====

## three
A single CH3NO2S molecule. Source: the Open Molecules 2025 dataset; level of theory: wB97M-V/def2-TZVPD.

Its frontier orbital gap is 0.329 hartree. The calculation puts the LUMO energy at -0.2 eV. The molecular weight comes out at 93.11 g/mol. The calculation puts the HOMO energy at -9.13 eV.

Each atom is followed by the atoms it is bonded to, with distances in Å.
CARTESIAN COORDINATES (ANGSTROEM)
1 C -0.02040 -0.12954 -0.31241  H3 1.098, O4 1.361, H6 1.139, S8 1.903
2 O -3.06197 -1.10169 1.37342  N7 1.212
3 H 0.52452 0.14276 -1.22599  C1 1.098
4 O -0.01887 0.96427 0.49775  C1 1.361, H5 0.987
5 H -0.28511 0.80040 1.43432  O4 0.987
6 H 0.51804 -0.89289 0.33870  C1 1.139
7 N -2.04402 -0.68710 0.86378  O2 1.212, S8 1.603
8 S -1.82427 -0.57818 -0.72022  C1 1.903, N7 1.603

These are the natural (NBO) partial charges, in e, on atoms 1 to 4: atom 1 (C): -0.159, atom 2 (O): -0.314, atom 3 (H): 0.205, atom 4 (O): -0.711

=====

## four
2 unconnected molecules or ions with the total composition CH3NO2S. Source: the Open Molecules 2025 dataset; level of theory: wB97M-V/def2-TZVPD.

Its frontier orbital gap is 0.298 hartree. The calculation puts the LUMO energy at -1.4 eV. The molecular weight comes out at 93.11 g/mol. The calculation puts the HOMO energy at -9.50 eV.

Each atom is followed by the atoms it is bonded to, with distances in Å.
CARTESIAN COORDINATES (ANGSTROEM)
1 O -1.64271 -0.72613 0.34284  S3 1.430
2 H 1.18704 -0.09394 -0.56411  C7 1.116
3 S -2.07053 -0.52073 -1.00618  O1 1.430, O4 1.454
4 O -1.29740 0.40929 -1.81381  S3 1.454
5 H 1.69637 -1.09989 1.03526  C7 1.115
6 N 0.61856 0.73905 1.08387  C7 1.260, H8 1.096
7 C 1.27620 -0.19094 0.54409  H2 1.116, H5 1.115, N6 1.260
8 H 0.23246 1.48330 0.37805  N6 1.096

These are the natural (NBO) partial charges, in e, on atoms 1 to 4: atom 1 (O): -0.804, atom 2 (H): 0.148, atom 3 (S): 1.640, atom 4 (O): -0.835

=====

four ends up most stable, edging out the next structure by 0.0546 hartree.